Record 1
A single C23H21F3N2O4S molecule at a distorted geometry. Source: the OMol25 dataset; level of theory: the ωB97M-V functional and the def2-TZVPD basis.

The geometry in XYZ format:
```
54
Properties=species:S:1:pos:R:3:nbo_charge:R:1
C 1.16160 -4.19258 -3.13876 -0.634
C 1.29715 -2.88275 -2.42930 0.020
C 0.82093 -2.73339 -1.13026 -0.207
C 0.96356 -1.53204 -0.45856 -0.199
C 1.58392 -0.47263 -1.09292 -0.276
S 1.80509 1.10308 -0.28275 2.318
O 1.27321 1.01654 1.06128 -0.979
O 3.15868 1.53056 -0.43017 -0.913
N 0.84019 2.08027 -1.24140 -0.718
C -0.56517 1.74648 -1.25426 -0.219
C -1.36616 2.39590 -0.10151 -0.516
C -2.21757 1.34401 0.59800 0.689
O -3.40854 1.23026 0.41285 -0.607
N -1.46304 0.54790 1.40293 -0.640
C -1.84193 -0.58788 2.10964 0.137
C -0.85574 -1.24672 2.84345 -0.197
C -1.14085 -2.40562 3.54204 -0.265
C -2.43003 -2.90871 3.50687 0.251
O -2.83771 -4.08499 4.17662 -0.492
C -1.94071 -4.92534 4.63441 1.169
F -1.22142 -4.46934 5.67857 -0.332
F -2.55251 -6.02821 5.05740 -0.309
F -1.02887 -5.31708 3.72204 -0.332
C -3.42761 -2.25554 2.79838 -0.228
C -3.13984 -1.09893 2.10298 -0.223
C 1.22735 3.41916 -1.46585 0.224
C 1.88564 4.14058 -0.47824 -0.246
C 2.29528 5.43859 -0.72870 -0.194
C 2.03308 6.03031 -1.95218 -0.219
C 1.36468 5.31547 -2.93247 -0.187
C 0.96769 4.01253 -2.69710 -0.258
C 2.06900 -0.59810 -2.38124 -0.182
C 1.92400 -1.80231 -3.04523 -0.218
H 1.17097 -4.05611 -4.21688 0.220
H 1.99617 -4.84156 -2.87293 0.230
H 0.24264 -4.69649 -2.85008 0.224
H 0.33623 -3.56359 -0.63867 0.221
H 0.60245 -1.41428 0.55037 0.236
H -0.62050 0.65610 -1.18721 0.222
H -0.98863 2.04197 -2.21650 0.222
H -2.01944 3.17947 -0.48395 0.240
H -0.67029 2.83726 0.61259 0.231
H -0.46455 0.76338 1.44915 0.439
H 0.14438 -0.83889 2.87067 0.218
H -0.35518 -2.89047 4.09892 0.236
H -4.42335 -2.66697 2.80191 0.232
H -3.90991 -0.58767 1.55020 0.261
H 2.08399 3.67291 0.47349 0.228
H 2.81356 5.99143 0.04014 0.219
H 2.34842 7.04487 -2.14296 0.217
H 1.15931 5.77096 -3.88986 0.216
H 0.46060 3.44927 -3.46594 0.216
H 2.55799 0.24765 -2.83783 0.236
H 2.30179 -1.90871 -4.05119 0.218
```

Properties
Energy relative to the best compared isomer or geometry (same formula, charge and spin), kJ/mol: 0.0
DFT total energy, Ha: -1997.3520
HOMO, eV: -8.499
Molecular weight, g/mol: 478.49
Charge: 0
LUMO energy, eV: 0.35
Kohn-Sham gap, Ha: 0.3252

---

Record 2
A 2-piece molecular cluster, C23H21F3NO7S4 overall at a distorted geometry. Source: the OMol25 dataset; level of theory: the ωB97M-V functional and the def2-TZVPD basis.

The geometry in XYZ format:
```
59
Properties=species:S:1:pos:R:3:nbo_charge:R:1
F -1.53388 -2.87187 0.65472 -0.314
C -2.34518 -1.82486 0.95216 0.830
F -3.63864 -2.16792 0.68698 -0.325
F -2.22942 -1.53700 2.27457 -0.320
S -1.78372 -0.44305 -0.16330 0.479
N -2.60281 0.88291 0.48422 -1.103
S -4.36261 1.17710 0.03735 2.252
C -5.36078 0.74294 1.47201 -0.239
C -6.36001 -0.19728 1.23884 -0.205
C -7.24481 -0.53098 2.25641 -0.218
C -7.08901 0.03706 3.52472 -0.182
C -6.09635 0.99574 3.75026 -0.215
C -5.22951 1.35719 2.71784 -0.206
O -4.42807 2.59371 -0.19778 -0.888
O -4.65594 0.21281 -0.98959 -0.897
S -1.70255 2.27429 1.03274 2.293
C -0.27242 1.47303 1.70487 -0.285
C -0.23135 1.31584 3.08449 -0.220
C 0.82396 0.62382 3.66894 -0.213
C 1.82951 0.08216 2.86128 -0.185
C 1.79819 0.28758 1.47915 -0.219
C 0.77457 1.02388 0.89753 -0.183
O -1.31671 3.06902 -0.09804 -0.886
O -2.49541 2.79525 2.11668 -0.942
H -6.43579 -0.65493 0.25911 0.251
H -8.05710 -1.22314 2.03740 0.221
H -7.73979 -0.27480 4.33975 0.216
H -6.00348 1.48068 4.72588 0.222
H -4.45642 2.10091 2.87235 0.265
H -1.03273 1.73075 3.68519 0.238
H 0.84910 0.50553 4.75322 0.213
H 2.62137 -0.53133 3.30353 0.223
H 2.57564 -0.13907 0.84421 0.279
H 0.79202 1.25246 -0.16314 0.247
C 5.38467 0.34493 2.08103 -0.622
C 5.58475 0.33765 0.58355 -0.063
O 4.48865 -0.40799 -0.01496 -0.577
C 4.51132 -0.53711 -1.38225 0.727
C 3.73447 -1.69279 -1.81236 -0.916
S 4.16186 -2.44200 -3.26014 1.291
C 3.18885 -1.53420 -4.47750 -0.236
C 3.57082 -0.24115 -4.84102 -0.219
C 2.73553 0.48727 -5.68996 -0.219
C 1.51495 -0.05133 -6.11482 -0.238
C 1.15649 -1.34919 -5.74483 -0.221
C 2.00557 -2.10405 -4.94010 -0.224
O 3.72863 -3.85696 -3.31591 -1.024
O 5.12104 0.24701 -2.10589 -0.724
H 6.17864 0.93733 2.53737 0.203
H 4.42294 0.77034 2.37343 0.205
H 5.43823 -0.66451 2.49378 0.202
H 5.60426 1.36807 0.19504 0.187
H 6.52525 -0.18177 0.35556 0.176
H 3.22214 -2.31316 -1.09255 0.225
H 4.48669 0.17641 -4.41961 0.253
H 3.04805 1.47661 -6.01764 0.201
H 0.85544 0.52518 -6.76609 0.198
H 0.22381 -1.79558 -6.08740 0.198
H 1.74708 -3.11743 -4.64128 0.234
```

Properties
Energy relative to the best compared isomer or geometry (same formula, charge and spin), kJ/mol: 0.0
DFT total energy, Ha: -3362.7897
HOMO, eV: -3.368
Molecular weight, g/mol: 608.68
Charge: -1
LUMO energy, eV: 1.59
Kohn-Sham gap, Ha: 0.1824